# 1
This record from OMol25 describes C32H21N9S3ScSe as an isolated structure. The level of theory is ωB97M-V/def2-TZVPD.

Last column: Löwdin charge in e.
Cartesian coordinates (Å):
H 2.37 1.82 0.78  0.12
N -0.39 -1.74 1.73  0.04
C -3.81 -3.45 -2.52  -0.05
C 1.20 -2.32 5.04  -0.33
C 2.29 -0.38 3.88  -0.07
C -0.13 -3.75 -5.45  -0.02
C 0.81 -3.83 -4.44  -0.26
C -1.11 -5.81 -4.67  -0.09
Se 2.45 -2.50 7.18  1.18
H -2.87 4.36 -3.87  0.11
S -1.59 1.53 1.32  0.59
H -0.77 -4.16 4.71  0.13
H 3.97 2.27 2.62  0.12
C -3.01 -1.26 -1.02  -0.05
H -0.02 1.75 -5.71  0.11
C 2.37 1.21 1.68  -0.10
H -5.09 -0.98 -0.58  0.12
C -0.96 1.91 -2.48  -0.30
H 0.47 0.68 -3.52  0.10
C -0.16 -5.88 -3.66  -0.08
C -1.48 3.11 -4.92  -0.07
C -1.89 2.95 -2.58  -0.45
C 0.30 -2.49 3.90  -0.07
C -0.54 2.07 -4.82  -0.07
C -4.36 -1.59 -1.10  -0.06
H -2.26 -4.35 2.70  0.12
N -0.70 -1.65 -1.55  -0.04
H -1.67 3.57 -5.88  0.11
C -0.27 1.47 -3.61  -0.01
N -0.81 1.42 -1.19  -0.12
H 3.90 0.80 4.66  0.13
C -1.09 -4.75 -5.57  -0.08
N 2.94 -1.19 6.09  -0.22
H 2.64 -2.97 -5.00  0.15
C -0.68 -3.49 3.87  0.04
C 2.18 -1.28 5.03  -0.33
S -2.56 3.29 -1.01  1.09
C 1.39 -1.74 -2.39  -0.79
H -5.80 -2.94 -1.92  0.11
C -2.46 -3.13 -2.45  0.00
H -4.12 -4.31 -3.11  0.11
C -2.07 -2.03 -1.70  -0.25
N 1.17 -3.08 6.10  -0.22
C 3.22 0.65 3.82  0.04
N 1.47 0.23 1.73  -0.03
C -1.59 2.04 -0.32  -1.14
H -1.85 -6.59 -4.77  0.11
H 1.57 -4.94 -2.77  0.12
H -1.72 -3.72 -2.96  0.08
H -1.94 -2.76 0.84  0.11
Sc -0.03 -0.18 0.09  0.65
H -1.83 -4.69 -6.36  0.11
N 2.18 -2.07 -3.36  0.06
C 1.42 -0.56 2.81  -0.13
C 3.26 1.46 2.71  0.00
C 0.81 -4.90 -3.54  -0.04
H -0.16 -6.71 -2.97  0.11
H -0.11 -2.91 -6.13  0.12
S 2.04 -0.76 -1.07  0.64
C 0.41 -1.63 2.81  -0.12
H -2.72 -0.39 -0.43  0.06
C -1.31 -2.70 1.72  -0.07
C -2.16 3.56 -3.80  -0.08
N 1.86 -2.85 -4.37  0.03
C -4.76 -2.68 -1.85  -0.06
N 0.06 -2.11 -2.45  0.07
C -1.49 -3.60 2.76  0.00

Its spin multiplicity is 1. The value obtained for the HOMO energy is -10.249 eV. Its charge is +1. Its energy above the lowest of the compared OMol25 structures with the same formula, charge and spin is 0.0 kcal/mol. Its molecular weight is 751.70 g mol⁻¹.

# 2
This record from OMol25 describes C32H22F4O4S2 as an isolated structure. The level of theory is ωB97M-V/def2-TZVPD.

Last column: Löwdin charge in e.
Cartesian coordinates (Å):
H -1.98 -4.03 1.37  0.14
C -1.13 -3.39 1.63  0.08
C 1.94 -0.30 8.75  -0.07
C 8.58 -1.69 5.07  -0.07
H 5.37 -0.93 1.89  0.11
F -0.28 -3.63 -0.61  0.03
C 6.00 -2.91 1.37  -0.07
C 1.30 0.05 6.06  -0.08
C 7.43 -1.16 4.48  -0.05
C 6.23 -1.12 5.21  -0.24
C 3.05 -0.19 0.22  0.04
C 3.08 2.50 0.89  -0.22
C 8.57 -2.13 6.39  -0.07
H 3.13 -2.03 8.08  0.12
H 7.42 -2.20 8.22  0.11
C 3.44 2.15 -0.40  0.07
C 0.79 0.93 7.02  -0.06
C 3.95 -3.86 3.08  -0.03
H 4.61 -5.82 2.59  0.11
O 1.67 -3.01 4.97  -0.29
C 6.26 -1.41 6.58  -0.06
H 1.05 0.21 5.00  0.09
H 2.21 -0.43 9.81  0.11
H 2.48 1.89 2.85  0.13
H 1.55 -1.95 0.06  0.10
H 3.18 -4.23 3.79  0.11
C 0.08 -1.88 3.12  0.02
H 0.04 -1.32 4.05  0.11
H 7.45 -0.76 3.46  0.11
C 2.15 -0.68 2.58  -0.09
H 9.49 -2.58 6.84  0.12
H 9.50 -1.73 4.48  0.11
S 4.79 -0.34 4.41  0.77
O 5.30 0.49 3.34  -0.30
C 2.46 -1.19 7.81  -0.05
C 4.77 -4.74 2.40  -0.07
O 4.07 -2.68 5.80  -0.33
C -0.96 -2.73 2.85  -0.22
O 4.03 0.32 5.46  -0.33
H 6.80 -2.53 0.74  0.11
H 0.69 1.46 9.13  0.11
C 3.45 0.80 -0.70  -0.21
C 2.13 -0.99 6.45  -0.29
C 4.15 -2.47 2.90  -0.24
H 1.78 0.04 3.44  0.13
H 3.69 2.89 -1.17  0.14
H 3.07 -1.22 -0.11  0.11
C -0.15 -3.11 0.68  -0.21
H 6.45 -5.02 1.05  0.11
F 3.91 0.36 -1.93  0.04
F -1.95 -2.93 3.78  0.05
C 5.17 -2.01 2.02  -0.07
C 1.10 -1.63 2.18  -0.16
S 2.80 -2.13 5.24  0.79
F 3.07 3.83 1.21  0.05
C 5.79 -4.30 1.54  -0.07
C 7.42 -1.95 7.15  -0.07
C 2.68 0.19 1.52  -0.19
C 1.09 0.76 8.38  -0.07
C 0.93 -2.24 0.92  0.07
H 5.38 -1.22 7.21  0.11
H 0.15 1.75 6.68  0.11
C 3.44 -1.42 3.68  -0.28
C 2.75 1.56 1.86  0.04

Its spin multiplicity is 1. The value obtained for the HOMO energy is -9.054 eV. Its charge is 0. Its energy above the lowest of the compared OMol25 structures with the same formula, charge and spin is 6.8 kcal/mol. Its molecular weight is 610.65 g mol⁻¹.

# 3
This record from OMol25 describes C32H23BF4MoN5OS2 as an isolated structure. The level of theory is ωB97M-V/def2-TZVPD.

Last column: Löwdin charge in e.
Cartesian coordinates (Å):
H -2.47 -1.93 -1.99  0.06
Mo -0.10 0.00 -0.63  1.57
H 1.73 -1.97 2.77  0.15
C -2.33 3.80 -0.18  -0.01
N 0.99 1.33 -1.96  -0.06
O 0.91 -0.94 0.76  -0.36
C -1.72 -4.02 4.35  -0.06
C -2.38 -3.00 5.02  -0.05
C 3.31 -3.24 -0.49  -0.06
C -2.36 -0.19 1.20  -0.32
C -2.40 1.26 0.79  -0.18
H 0.77 2.12 -5.21  0.11
C -2.87 -1.08 -3.90  -0.06
H -2.55 -3.07 6.09  0.11
C -1.47 0.73 -4.62  -0.02
C 4.73 2.94 -1.06  -0.05
C -3.15 3.51 0.90  0.00
N -1.58 1.55 -0.24  -0.02
H -1.20 1.47 -5.36  0.11
H -3.42 0.09 2.86  0.14
B 0.12 1.10 2.99  -1.20
H -2.28 4.79 -0.59  0.12
C 3.21 -3.35 1.92  -0.03
H 4.54 -4.51 0.68  0.12
C 3.94 2.35 -0.05  -0.04
F 0.25 1.39 1.55  0.00
C 2.98 2.51 -2.65  -0.15
S -1.76 -2.67 0.54  1.04
H -3.10 -0.03 -5.77  0.11
C 0.50 1.40 -3.19  -0.24
F -0.03 -0.29 3.15  0.12
H 4.31 2.31 0.96  0.12
N -1.66 -0.96 0.43  -0.38
H 3.72 -3.56 -1.44  0.12
C -1.56 2.79 -0.72  -0.07
H 5.71 3.34 -0.82  0.11
C 3.76 -3.77 0.69  -0.04
C -3.19 2.21 1.38  0.02
F -1.08 1.73 3.40  0.12
C 2.22 1.88 -1.65  -0.20
N 1.83 -1.91 0.72  -0.15
C 2.29 -2.28 -0.49  -0.62
C -1.96 -2.82 2.29  -0.45
H -0.89 2.97 -1.55  0.11
H 4.84 3.50 -3.12  0.12
C 2.71 1.83 -0.33  -0.01
H 2.99 3.09 -4.73  0.13
H -3.30 -1.07 4.86  0.13
N -3.03 -0.62 2.27  0.18
C -1.49 -3.92 2.99  -0.08
C -2.17 -1.17 -2.71  -0.10
C -0.74 0.62 -3.43  -0.21
C 2.23 -2.40 1.91  0.02
H -3.69 -1.76 -4.09  0.11
S 1.56 -1.55 -1.84  0.81
C -1.11 -0.31 -2.45  -0.28
H -0.96 -4.70 2.45  0.11
H 3.55 -3.75 2.86  0.12
H -1.37 -4.89 4.89  0.11
H -3.74 4.28 1.36  0.13
C -2.82 -1.88 4.33  0.00
F 1.24 1.58 3.62  0.16
H 2.11 1.41 0.46  0.09
H -3.81 1.96 2.22  0.13
C 2.42 2.60 -3.95  0.03
C -2.54 -0.12 -4.85  -0.06
C 1.20 2.07 -4.22  0.02
C -2.62 -1.80 2.97  -0.23
C 4.25 3.03 -2.34  -0.02

Its spin multiplicity is 3. The value obtained for the HOMO energy (alpha / beta) is -10.610 / -10.845 eV. Its charge is +1. Its energy above the lowest of the compared OMol25 structures with the same formula, charge and spin is 0.0 kcal/mol. Its molecular weight is 740.45 g mol⁻¹.

Number 3 is which compound?
C32H23BF4MoN5OS2